No. 1
DFT (ωB97M-V/def2-TZVPD) results for a molecular structure, C6H6O3Sn.

Calculated total energy in Ha: -671.83091
Gap between HOMO and LUMO in eV: 2.70
Net charge: 0
HOMO energy in eV: -6.0

Cartesian coordinates (Å):
C: -0.06 1.38 1.39
C: 0.35 0.44 0.53
C: 0.39 -1.03 0.85
C: -0.81 -1.80 0.30
O: -0.66 -3.17 0.32
Sn: 0.51 -4.28 0.74
H: 0.62 0.69 -0.50
H: 0.43 -1.21 1.94
H: 1.37 -1.40 0.51
H: -1.05 -1.46 -0.73
H: -1.70 -1.51 0.89
O: -0.27 2.74 0.65
H: 0.60 3.18 0.57
C: -0.91 3.09 -0.60
C: -1.35 2.30 -1.50
O: -1.83 1.65 -2.40



No. 2
DFT (ωB97M-V/def2-TZVPD) results for a molecular structure, C6H6O3V.

Calculated total energy in Ha: -1401.74169
ΔE to the lowest compared entry with this formula, charge and spin in kcal per mole: 5.79
Gap between HOMO and LUMO (spin up / spin down) in eV: 6.27 / 6.39
Spin multiplicity: 4
Net charge: 0
HOMO energy (spin up / spin down) in eV: -7.7 / -7.7

Cartesian coordinates (Å):
O: 1.91 0.84 -0.90
C: 2.11 -0.37 -0.46
O: 3.11 -1.04 -0.67
C: -2.73 -0.79 -0.41
H: -2.84 -1.80 0.02
H: -2.61 -0.93 -1.49
C: -3.97 0.05 -0.10
H: -3.97 0.98 -0.69
H: -4.88 -0.52 -0.34
H: -4.01 0.32 0.96
C: 1.00 -0.74 0.47
C: -0.26 -0.94 0.07
C: -1.45 -0.22 0.13
O: -1.45 0.99 0.61
V: 0.32 1.58 0.10
H: 0.58 -2.07 0.53



No. 3
DFT (ωB97M-V/def2-TZVPD) results for C6H6O4 in the gas phase.

Calculated total energy in Ha: -532.95980
ΔE to the lowest compared entry with this formula, charge and spin in kcal per mole: 158.89
Gap between HOMO and LUMO in eV: 8.73
Structure (SMILES): O=C1OO[C@@H]1/C=C\C=C\O
Net charge: 0
HOMO energy in eV: -8.5

Cartesian coordinates (Å):
O: 2.17 -0.27 -1.82
C: 2.01 -0.29 -0.66
O: 1.92 -1.18 0.29
O: 1.17 -0.30 1.20
C: 1.35 0.79 0.34
C: 0.15 1.58 -0.15
C: -1.15 1.25 -0.20
C: -1.74 0.01 0.15
C: -1.12 -1.17 0.05
O: -1.41 -2.34 0.71
H: 2.29 1.25 0.55
H: 0.19 2.66 -0.46
H: -1.77 2.15 -0.40
H: -2.94 0.20 0.66
H: -0.27 -1.31 -0.51
H: -0.86 -3.02 0.27



No. 4
DFT (ωB97M-V/def2-TZVPD) results for C6H6OS in the gas phase.

Calculated total energy in Ha: -705.61449
ΔE to the lowest compared entry with this formula, charge and spin in kcal per mole: 7.38
Gap between HOMO and LUMO in eV: 8.09
Structure (SMILES): C=C1OC(=S)C=C1C
Net charge: 0
HOMO energy in eV: -8.8

Cartesian coordinates (Å):
C: -0.23 -1.84 0.99
C: 0.35 -0.85 0.32
O: 1.61 -0.95 -0.15
C: 1.98 0.22 -0.89
S: 3.44 0.41 -1.50
C: 0.73 1.03 -0.89
C: -0.20 0.41 -0.17
C: -1.61 0.89 0.11
H: 0.30 -2.73 1.27
H: -1.17 -1.71 1.49
H: 0.75 2.06 -1.22
H: -2.43 0.21 -0.15
H: -1.84 1.84 -0.40
H: -1.67 1.00 1.18



No. 5
DFT (ωB97M-V/def2-TZVPD) results for C6H6S in the gas phase.

Calculated total energy in Ha: -630.16283
ΔE to the lowest compared entry with this formula, charge and spin in kcal per mole: 156.87
Gap between HOMO and LUMO in eV: 7.89
Net charge: 0
HOMO energy in eV: -8.8

Cartesian coordinates (Å):
C: -1.63 0.21 -1.64
C: -0.29 0.32 -0.85
C: 1.20 0.67 -0.79
C: -1.36 1.43 -0.88
C: -0.03 -0.91 -0.04
C: 1.46 -0.41 0.16
S: 2.12 1.78 -1.44
H: -0.97 2.29 -1.64
H: -1.89 1.66 0.01
H: -0.86 -1.12 0.73
H: 0.00 -1.81 -0.62
H: 2.42 -1.04 -0.06
H: 1.54 -0.19 1.21



No. 6
DFT (ωB97M-V/def2-TZVPD) results for C6H6S2 in the gas phase.

Calculated total energy in Ha: -1028.40206
ΔE to the lowest compared entry with this formula, charge and spin in kcal per mole: 96.42
Gap between HOMO and LUMO (spin up / spin down) in eV: 6.68 / 6.68
Net charge: 0
HOMO energy (spin up / spin down) in eV: -7.0 / -7.0

Cartesian coordinates (Å):
C: -0.98 0.33 -1.46
C: 0.30 0.68 -0.89
C: -2.01 0.06 -0.64
C: 0.47 0.86 0.59
C: 0.62 -1.71 0.92
C: 1.16 -0.36 1.16
S: -3.07 -0.21 0.50
S: 1.41 -1.23 -0.51
H: -1.02 0.17 -2.53
H: 0.88 1.13 -1.56
H: 1.01 1.75 0.81
H: -0.51 1.00 0.94
H: -0.32 -2.17 0.89
H: 2.08 -0.31 1.77



No. 7
DFT (ωB97M-V/def2-TZVPD) results for 29 unconnected molecules or ions with the total composition C6H73FO29P.

Calculated total energy in Ha: -2895.50165
Gap between HOMO and LUMO in eV: 5.32
Net charge: -1
HOMO energy in eV: -3.8

Cartesian coordinates (Å):
C: 2.65 0.23 0.95
C: 3.18 -0.69 -0.14
O: 3.45 -2.00 0.35
C: 2.48 -2.99 -0.07
C: 1.03 -2.75 0.30
P: -0.09 -1.86 -1.05
C: -1.55 -1.64 0.22
C: -1.90 -0.22 0.56
F: -2.74 -2.22 -0.37
H: 2.50 1.24 0.56
H: 1.71 -0.13 1.36
H: 3.38 0.29 1.77
H: 2.53 -0.71 -1.01
H: 4.15 -0.27 -0.46
H: 2.83 -3.91 0.41
H: 2.59 -3.14 -1.15
H: 0.58 -3.75 0.40
H: 0.96 -2.29 1.29
H: -0.67 -3.18 -1.41
H: -0.96 -1.24 -2.09
H: 0.42 -0.54 -0.68
H: 0.97 -2.02 -2.07
H: -1.38 -2.25 1.12
H: -2.55 0.17 -0.22
H: -2.40 -0.11 1.51
H: -1.02 0.44 0.58
O: -2.26 2.54 2.04
H: -3.15 2.33 2.36
H: -2.35 3.30 1.45
O: 1.96 0.97 -2.71
H: 2.83 1.33 -2.53
H: 2.03 0.49 -3.54
O: 4.96 -3.19 2.46
H: 4.34 -2.83 1.80
H: 5.77 -3.36 1.96
O: -0.23 0.13 3.05
H: -0.36 0.39 3.97
H: -0.50 0.90 2.55
O: -4.05 0.97 3.54
H: -3.65 0.30 4.11
H: -4.28 0.44 2.76
O: 0.86 0.18 -5.22
H: 0.78 -0.31 -6.05
H: 0.00 0.60 -5.08
O: -0.82 2.13 -3.29
H: -0.73 2.91 -3.85
H: 0.10 1.96 -3.01
O: -1.32 1.41 5.34
H: -2.14 1.71 4.94
H: -1.29 1.87 6.19
O: -2.62 -1.18 5.49
H: -1.75 -0.78 5.58
H: -2.48 -2.13 5.42
O: 1.09 3.19 -5.05
H: 2.01 3.41 -5.19
H: 1.09 2.25 -4.84
O: 6.78 -0.95 -0.45
H: 5.92 -0.96 -0.02
H: 6.68 -0.29 -1.15
O: -5.53 -1.92 5.22
H: -4.65 -1.57 5.40
H: -5.39 -2.86 5.06
O: -2.69 5.51 1.70
H: -2.80 5.77 2.62
H: -2.94 6.29 1.19
O: -3.85 4.95 4.52
H: -3.63 4.09 4.13
H: -4.81 4.91 4.64
O: 5.24 -3.89 -1.48
H: 4.82 -3.27 -0.87
H: 5.52 -3.34 -2.22
O: 2.47 -1.45 -7.33
H: 3.39 -1.20 -7.48
H: 2.49 -2.39 -7.14
O: -3.17 0.33 -2.60
H: -2.27 0.64 -2.73
H: -3.03 -0.60 -2.35
O: 3.69 1.90 -5.69
H: 4.29 2.39 -6.26
H: 3.27 1.26 -6.28
O: -3.83 5.61 7.54
H: -3.76 5.29 6.63
H: -4.70 5.99 7.60
O: -0.32 -2.31 -6.20
H: -0.84 -2.82 -6.82
H: -0.31 -2.83 -5.38
O: 1.99 3.19 -7.87
H: 1.13 3.19 -7.42
H: 1.89 3.78 -8.62
O: -3.91 -1.65 2.32
H: -3.01 -2.01 2.33
H: -4.14 -1.66 1.38
O: -4.84 -4.48 3.42
H: -5.77 -4.72 3.46
H: -4.81 -3.62 2.98
O: 6.44 -1.55 4.59
H: 5.89 -2.02 3.95
H: 6.44 -2.12 5.36
O: -6.78 -3.12 7.69
H: -7.33 -2.67 8.33
H: -6.40 -2.43 7.14
O: 5.42 -1.31 -6.69
H: 6.33 -1.05 -6.87
H: 5.47 -2.25 -6.50
O: -0.28 1.81 -9.22
H: 0.64 2.06 -9.34
H: -0.24 0.89 -8.96
O: -1.36 3.96 6.47
H: -1.81 4.52 7.12
H: -1.01 4.55 5.81



No. 8
DFT (ωB97M-V/def2-TZVPD) results for a molecular structure, C6H7B.

Calculated total energy in Ha: -257.30125
ΔE to the lowest compared entry with this formula, charge and spin in kcal per mole: 159.09
Gap between HOMO and LUMO (spin up / spin down) in eV: 7.35 / 7.25
Net charge: 0
HOMO energy (spin up / spin down) in eV: -8.2 / -8.2

Cartesian coordinates (Å):
B: -0.69 -0.43 0.38
C: 2.39 0.40 0.89
C: 0.27 -1.65 0.14
C: 0.29 -1.13 -1.19
C: 0.51 -0.04 -0.36
C: -2.03 0.10 0.62
C: 1.59 0.96 -0.19
H: 0.54 -1.38 -2.27
H: -2.00 0.98 1.25
H: -2.81 -0.50 0.98
H: -2.54 0.45 -0.31
H: 1.47 -0.36 1.49
H: 0.95 1.84 -0.31
H: 2.10 0.76 -1.12



No. 9
DFT (ωB97M-V/def2-TZVPD) results for C6H7Br in the gas phase.

Calculated total energy in Ha: -2806.68707
ΔE to the lowest compared entry with this formula, charge and spin in kcal per mole: 60.54
Gap between HOMO and LUMO in eV: 9.59
Structure (SMILES): C=C=C1C[C@@H]1CBr
Net charge: 0
HOMO energy in eV: -8.8

Cartesian coordinates (Å):
C: -2.82 1.46 -0.10
C: -1.67 0.81 -0.04
C: -0.46 0.28 0.03
C: 0.29 -0.33 1.17
C: 0.63 -0.76 -0.31
C: 2.04 -0.61 -0.93
Br: 3.41 -0.59 0.41
H: -3.76 0.91 0.35
H: -3.04 2.43 -0.53
H: -0.28 -0.99 1.79
H: 0.99 0.32 1.60
H: 0.11 -1.70 -0.39
H: 2.26 0.31 -1.44
H: 2.29 -1.54 -1.60



No. 10
DFT (ωB97M-V/def2-TZVPD) results for a molecular structure, C6H7Br12N.

Calculated total energy in Ha: -31175.66315
ΔE to the lowest compared entry with this formula, charge and spin in kcal per mole: 0.00
Gap between HOMO and LUMO in eV: 9.64
Net charge: 0
HOMO energy in eV: -10.0

Cartesian coordinates (Å):
C: -0.25 1.16 1.27
C: 0.04 0.41 0.09
N: 0.39 0.02 -0.93
H: -0.88 0.65 2.01
H: -0.75 2.03 0.95
H: 0.56 1.56 1.84
C: 2.84 -0.37 -2.62
Br: 1.62 0.19 -4.15
Br: 4.10 0.96 -2.06
Br: 3.70 -2.02 -3.07
H: 2.08 -0.47 -1.77
C: 3.36 -1.31 2.38
Br: 2.71 0.51 2.45
Br: 5.11 -1.24 1.47
Br: 2.09 -2.26 1.39
H: 3.52 -1.76 3.39
C: -3.99 -0.78 2.47
Br: -2.49 -2.03 2.11
Br: -5.26 -0.83 1.10
Br: -3.51 0.92 3.01
H: -4.50 -1.37 3.29
C: -2.05 1.16 -2.90
Br: -1.49 2.65 -1.93
Br: -2.61 1.65 -4.68
Br: -3.25 -0.04 -2.06
H: -1.09 0.63 -3.06



No. 11
DFT (ωB97M-V/def2-TZVPD) results for a gas-phase ion, C6H7BrF3N2 (charge +1).

Calculated total energy in Ha: -3215.57154
ΔE to the lowest compared entry with this formula, charge and spin in kcal per mole: 0.00
Gap between HOMO and LUMO (spin up / spin down) in eV: 8.13 / 7.52
Net charge: +1
HOMO energy (spin up / spin down) in eV: -12.7 / -12.4

Cartesian coordinates (Å):
C: 1.14 0.32 -0.49
C: 1.65 -0.88 -0.33
C: -1.20 0.04 0.21
C: -0.34 0.58 -0.92
C: -0.52 -2.32 -0.20
C: 1.90 1.60 0.01
N: -1.26 -1.31 0.38
N: -2.05 0.81 0.95
F: 3.13 1.33 0.38
F: 1.93 2.49 -1.04
F: 1.05 2.13 0.96
Br: 3.08 -1.82 0.11
H: -0.42 1.74 -1.11
H: -0.62 0.20 -1.94
H: -0.66 -2.38 -1.22
H: -0.43 -3.16 0.39
H: -1.78 -1.51 1.23
H: -2.31 1.75 0.77
H: -2.30 0.40 1.85



No. 12
DFT (ωB97M-V/def2-TZVPD) results for a molecular structure, C6H7CaLiO6.

Calculated total energy in Ha: -1368.78676
Gap between HOMO and LUMO in eV: 6.10
Net charge: +2
HOMO energy in eV: -15.1

Cartesian coordinates (Å):
Ca: 2.10 2.61 -0.40
O: 0.38 1.33 -0.56
O: 1.12 -0.97 -0.69
C: 2.51 -1.17 -0.99
C: 3.20 -0.47 0.17
O: 2.26 0.60 0.46
C: 0.99 0.18 -0.01
H: 2.70 -2.25 -1.02
H: 2.75 -0.71 -1.96
H: 4.17 -0.03 -0.09
H: 3.29 -1.11 1.06
Li: -5.78 -0.23 -0.86
O: -4.58 1.33 -0.46
O: -2.54 0.94 0.35
C: -1.60 0.04 0.73
C: -0.21 0.50 0.77
O: -4.02 -0.76 -0.02
C: -3.78 0.45 -0.11
H: -1.94 -0.50 1.63
H: -0.07 1.18 1.62
H: -0.96 -0.97 0.35



No. 13
DFT (ωB97M-V/def2-TZVPD) results for C6H7Cl in the gas phase.

Calculated total energy in Ha: -692.84438
ΔE to the lowest compared entry with this formula, charge and spin in kcal per mole: 87.74
Gap between HOMO and LUMO in eV: 8.12
Net charge: 0
HOMO energy in eV: -8.5

Cartesian coordinates (Å):
C: -0.66 -0.64 0.14
C: 0.77 -0.75 0.06
C: -1.03 0.81 0.32
C: 1.32 0.71 -0.28
C: 0.10 1.50 0.10
C: 2.76 1.06 0.07
Cl: 3.79 -0.24 0.08
H: -1.34 -1.14 -0.70
H: -1.05 -1.32 0.99
H: 1.11 -1.01 1.00
H: 1.16 -1.38 -0.69
H: -1.94 1.14 0.80
H: 1.36 0.71 -1.44
H: 0.30 2.61 0.10